1.
ORCA calculation (ωB97M-V/def2-TZVPD) on a molecular structure, C45H41BrN4RuSSb2.

Atoms and positions in Å:
Ru1 1.8182 0.7382 0.2453
C1 3.3667 -3.0818 1.8916
C2 2.9420 -1.9036 1.0833
N1 2.0790 -1.0325 1.4517
N2 1.6329 -1.0815 2.7632
C3 1.6016 0.1128 3.2558
N3 1.2895 0.3043 4.5543
S1 1.9617 1.5808 2.3099
C4 3.6864 -1.5278 -0.1422
C5 4.5520 -2.3850 -0.7965
C6 5.3397 -1.8913 -1.8268
C7 5.2496 -0.5532 -2.1661
C8 4.3453 0.2448 -1.4864
N4 3.5785 -0.2289 -0.5050
H1 4.3426 -2.8944 2.3464
H2 3.4488 -3.9636 1.2576
H3 2.6454 -3.2739 2.6792
H4 1.3091 -0.4898 5.1721
H5 1.3610 1.2229 4.9533
H6 4.6106 -3.4235 -0.5056
H7 6.0227 -2.5472 -2.3498
H8 5.8592 -0.1244 -2.9482
H9 4.2133 1.2915 -1.7277
Br1 1.0182 0.0231 -2.2153
C9 1.0431 1.8355 -2.8614
C10 0.5027 2.0732 -4.0873
C11 0.5995 3.3789 -4.6139
C12 1.2617 4.3448 -3.9140
C13 1.8278 4.0824 -2.6420
C14 2.5239 5.0877 -1.9317
C15 3.0457 4.8061 -0.7058
C16 2.8490 3.5396 -0.1103
C17 2.1568 2.5182 -0.7257
C18 1.6907 2.7962 -2.0528
H10 0.0306 1.2824 -4.6547
H11 0.1683 3.5934 -5.5823
H12 1.3640 5.3417 -4.3254
H13 2.6314 6.0685 -2.3779
H14 3.5925 5.5657 -0.1610
H15 3.2470 3.4017 0.8881
C19 -2.2506 1.0799 -1.1068
C20 -3.0583 -0.2170 -1.1332
C21 -2.3284 -1.4878 -1.5755
Sb1 -1.2793 -2.3235 0.1103
C22 -0.2227 -3.9008 -0.8762
C23 0.0051 -5.1013 -0.2041
C24 0.7479 -6.1164 -0.7921
C25 1.2953 -5.9383 -2.0561
C26 1.0769 -4.7488 -2.7366
C27 0.3166 -3.7431 -2.1516
C28 -2.9363 -3.4791 0.7823
C29 -3.6464 -3.0261 1.8920
C30 -4.7748 -3.7064 2.3339
C31 -5.1947 -4.8511 1.6742
C32 -4.4899 -5.3128 0.5696
C33 -3.3678 -4.6295 0.1247
Sb2 -0.7249 1.4802 0.3699
C34 -0.8020 3.5957 0.1778
C35 -1.2283 4.2098 -0.9947
C36 -1.2419 5.5957 -1.0951
C37 -0.8246 6.3743 -0.0267
C38 -0.3882 5.7667 1.1434
C39 -0.3744 4.3839 1.2441
C40 -1.9035 1.2955 2.1228
C41 -1.7270 0.2856 3.0624
C42 -2.5667 0.2035 4.1656
C43 -3.5947 1.1204 4.3296
C44 -3.7807 2.1254 3.3908
C45 -2.9360 2.2166 2.2936
H16 -2.9238 1.9074 -0.8689
H17 -1.8159 1.2923 -2.0861
H18 -3.8832 -0.0337 -1.8294
H19 -3.5392 -0.3688 -0.1597
H20 -1.6594 -1.2886 -2.4133
H21 -3.0457 -2.2433 -1.8964
H22 -0.4194 -5.2606 0.7820
H23 0.8962 -7.0502 -0.2636
H24 1.8705 -6.7313 -2.5168
H25 1.4787 -4.6109 -3.7329
H26 0.1215 -2.8432 -2.7220
H27 -3.3259 -2.1331 2.4187
H28 -5.3223 -3.3423 3.1940
H29 -6.0704 -5.3854 2.0189
H30 -4.8169 -6.2065 0.0535
H31 -2.8268 -4.9996 -0.7395
H32 -1.5457 3.6241 -1.8497
H33 -1.5777 6.0629 -2.0122
H34 -0.8368 7.4537 -0.1043
H35 -0.0585 6.3705 1.9791
H36 -0.0320 3.9213 2.1638
H37 -0.9430 -0.4498 2.9359
H38 -2.4174 -0.5835 4.8946
H39 -4.2512 1.0526 5.1873
H40 -4.5810 2.8436 3.5130
H41 -3.0829 3.0195 1.5803

spin multiplicity: 2
total charge: +1
relative energy (zero: lowest compared OMol25 entry of this formula, charge and spin): 5.03 kcal/mol

=====

2.
ORCA calculation (ωB97M-V/def2-TZVPD) on a molecular structure, C45H42CoF6N6O3P2S2 at a distorted geometry.

Atoms and positions in Å:
Co1 14.2972 13.8641 13.3723
O1 14.1073 14.6190 18.0684
C1 12.9299 14.2866 18.6226
C2 12.5942 14.7013 19.9636
C3 11.4442 14.2358 20.5639
C4 10.5272 13.4713 19.8333
C5 10.7863 13.1203 18.5413
C6 11.9315 13.5797 17.8917
C7 12.1700 13.0885 16.4953
O2 11.2374 12.7454 15.8008
N1 13.4400 13.3118 16.1204
N2 13.9790 12.7056 15.0558
C8 14.9236 11.8215 15.2288
C9 15.6324 11.4688 14.0883
C10 16.3707 10.2586 13.9515
C11 16.8477 9.7912 12.7363
C12 16.7325 10.6746 11.6430
C13 16.0095 11.8906 11.8248
N3 15.4866 12.3278 13.0011
H1 14.0533 14.0438 17.0985
H2 13.2976 15.2288 20.5944
H3 11.1092 14.5496 21.5298
H4 9.5828 13.1053 20.1841
H5 10.2027 12.3460 18.0335
H6 15.0687 11.4107 16.2418
H7 16.3223 9.6236 14.8061
H8 17.3392 8.8303 12.6830
H9 17.1146 10.4937 10.6168
H10 15.8971 12.5756 10.9616
F1 12.9316 14.2417 11.7062
P1 13.8256 15.3438 10.7857
F2 14.4910 14.0135 10.0308
F3 14.8715 16.2791 9.9941
F4 13.1374 16.5992 11.5903
F5 15.0213 15.2779 11.9803
F6 12.7034 15.4117 9.6134
S1 8.3528 16.9299 11.0290
C14 9.4141 17.3376 9.8058
N4 9.3945 16.9018 8.5101
C15 10.1678 17.6503 7.4691
C16 11.1691 18.4865 8.3054
S2 10.5998 18.6065 9.9674
H11 8.6608 16.2421 8.2691
H12 9.5035 18.2342 6.8524
H13 10.6826 16.8812 6.7975
H14 11.2176 19.5504 7.9417
H15 12.1978 18.0419 8.2682
C17 15.1822 18.3991 17.9599
N5 15.1958 17.9834 16.5431
N6 14.0499 17.2419 16.0010
C18 14.6291 16.3250 15.1199
O3 13.9093 15.3827 14.5409
C19 16.0177 16.5786 15.0328
C20 16.3279 17.6126 15.8406
C21 17.5505 18.4495 15.8295
C22 12.8503 17.9177 15.7696
C23 12.7351 19.3004 15.9585
C24 11.6239 20.0075 15.5616
C25 10.6007 19.3033 14.8566
C26 10.7582 17.9516 14.6092
C27 11.7893 17.2099 15.1190
H16 15.9795 19.1734 18.0089
H17 15.3904 17.5337 18.6586
H18 14.1944 18.8283 18.1906
H19 16.6593 16.0217 14.3324
H20 17.1650 19.4554 16.0082
H21 18.1016 18.3327 14.8904
H22 18.1628 18.2908 16.6969
H23 13.5598 19.8773 16.3494
H24 11.4516 21.0567 15.8406
H25 9.7050 19.8871 14.6091
H26 10.0612 17.3853 13.9441
H27 11.9720 16.1321 14.8649
C28 11.1037 7.9666 13.3301
C29 10.0772 8.6659 13.9556
C30 9.7507 9.9164 13.4803
C31 10.3177 10.3994 12.2886
C32 11.3365 9.6202 11.6150
C33 11.7011 8.4332 12.1825
P2 10.0755 12.1337 11.8156
C34 9.9009 12.0862 9.9997
C35 9.1173 11.1255 9.3634
C36 9.0555 11.1252 7.9758
C37 9.6899 12.1087 7.2045
C38 10.5020 13.0670 7.8333
C39 10.5187 13.0716 9.2004
C40 8.4892 12.6102 12.5769
C41 8.6252 13.0933 13.9254
C42 7.6151 13.8456 14.4483
C43 6.4637 14.1140 13.6830
C44 6.3113 13.6535 12.4258
C45 7.2818 12.8831 11.8255
H28 11.3756 6.9732 13.6518
H29 9.6301 8.1508 14.8218
H30 9.0828 10.5485 14.0693
H31 11.7287 9.9392 10.6509
H32 12.5318 7.8925 11.7554
H33 8.6565 10.3485 9.9992
H34 8.4916 10.3653 7.4459
H35 9.4513 12.2316 6.1184
H36 11.0588 13.8703 7.2498
H37 11.1386 13.8195 9.7712
H38 9.5820 12.8718 14.4679
H39 7.7409 14.2441 15.4376
H40 5.7125 14.6563 14.1461
H41 5.4116 13.9135 11.8313
H42 7.1425 12.3965 10.8132

spin multiplicity: 3
total charge: +1
relative energy (zero: lowest compared OMol25 entry of this formula, charge and spin): 18.18 kcal/mol